Here is a single C5H11NO3 molecule in a non-equilibrium geometry from the Open Molecules 2025 dataset. Energies are from wB97M-V/def2-TZVPD.

The calculation puts the energy above the lowest of the compared OMol25 structures with the same formula, charge and spin at 51.3 kcal per mole. The highest occupied orbital energy is -9.275 eV. Its multiplicity is 1. As for the total energy: -12994.6271 eV. As for the total charge: 0.

Geometry (Å):
C -0.14784 1.02300 0.02864
C 2.35897 0.39097 0.29138
C -1.22364 1.12542 1.08138
C -1.21462 -1.96074 0.19111
N -0.76217 -1.26712 -1.00231
C -0.19719 -0.06534 -1.04423
O 1.05887 0.05048 0.70485
O 0.26191 2.11199 -0.54909
O 0.29714 0.37270 -2.14509
H 0.45647 1.51180 -1.77928
H -0.60051 -1.82173 -1.83246
H 3.03959 0.15824 1.11556
H 2.66754 -0.18096 -0.59553
H 2.44173 1.46409 0.07150
H -1.21950 0.27124 1.74960
H -1.02710 2.03488 1.64395
H -2.20169 1.21482 0.60372
H -0.49533 -1.82861 0.99704
H -1.30779 -3.01950 -0.04497
H -2.18482 -1.58563 0.51422

Here are the Mulliken charges for atoms 1 to 2, given in e: number 1, C, carries 1.49; number 2, C, carries -0.69

Here is 2 unconnected molecules or ions with the total composition C5H11NO3 in a non-equilibrium geometry from the Open Molecules 2025 dataset. Energies are from wB97M-V/def2-TZVPD.

The calculation puts the energy above the lowest of the compared OMol25 structures with the same formula, charge and spin at 120.0 kcal per mole. The highest occupied orbital energy is -7.869 eV. Its multiplicity is 1. As for the total energy: -12991.6494 eV. As for the total charge: 0.

Geometry (Å):
C -1.68031 0.99944 0.89565
N 0.53977 1.32443 -0.06449
C -0.50540 1.89065 0.63580
O 1.59789 2.22674 -0.28305
O -0.45728 3.07243 0.94268
H 1.23111 3.08633 0.03597
H 1.16322 -0.06001 0.73190
H -2.47072 1.22046 0.17376
H -2.03714 1.16097 1.91448
H -1.43889 -0.05906 0.80507
C 0.45751 -3.20339 -0.00717
C 0.20530 0.60331 -1.45555
C 0.27718 -1.73759 0.26628
O 1.30169 -1.17980 0.82340
H -0.22728 -3.72608 0.66068
H 1.48338 -3.55499 0.13293
H 0.08957 -3.42483 -1.00804
H 1.15737 0.29767 -1.87605
H -0.38313 -0.29302 -1.26706
H -0.30384 1.35633 -2.05716

Here are the Mulliken charges for atoms 1 to 2, given in e: number 1, C, carries -0.88; number 2, N, carries -0.07

Here is a molecular structure, C5H11NO3S in a non-equilibrium geometry from the Open Molecules 2025 dataset. Energies are from wB97M-V/def2-TZVPD.

The calculation puts the energy above the lowest of the compared OMol25 structures with the same formula, charge and spin at 193.4 kcal per mole. The highest occupied orbital energy is -8.435 eV. Its multiplicity is 1. As for the total energy: -23822.6665 eV. As for the total charge: 0.

Geometry (Å):
C 1.31943 -1.52979 0.88522
C 0.91151 1.29749 0.63679
C -0.53299 0.93548 1.32674
C -1.48129 0.90590 0.16513
C -1.76141 -0.54654 -0.38654
H 1.82076 -1.43271 1.87512
H 1.72686 -2.43004 0.33122
H 0.25407 -1.74161 1.09203
H 1.72394 1.93672 1.37271
H 0.79366 2.16245 -0.01444
H -1.05500 1.79499 1.99952
H -0.45961 0.04803 2.14355
H -2.23549 1.34322 0.74847
H -0.85696 0.43681 -1.81568
H -1.67815 2.69753 -1.18001
H -1.95822 -1.18000 1.44534
N -0.89050 1.64688 -0.82541
O 2.87219 -0.10545 -0.65324
O -2.47164 -1.41693 0.43027
O -1.11414 -0.88806 -1.48311
S 1.44593 -0.14095 -0.27096

Here are the Mulliken charges for atoms 1 to 2, given in e: number 1, C, carries -0.73; number 2, C, carries -0.71

Here is a single C5H11NO4 molecule in a non-equilibrium geometry from the Open Molecules 2025 dataset. Energies are from wB97M-V/def2-TZVPD.

The calculation puts the energy above the lowest of the compared OMol25 structures with the same formula, charge and spin at 115.4 kcal per mole. As for the SMILES: CC(C)(O)[C@@](C)(O)[N+](=O)[O-]. The highest occupied orbital energy is -10.182 eV. Its multiplicity is 1. As for the total energy: -15039.5968 eV. As for the total charge: 0.

Geometry (Å):
C 0.29085 -1.13181 1.43392
C -1.79245 -0.51309 0.48221
C 1.85121 0.55239 -0.64550
C -0.37918 -0.03051 0.60303
C 0.33413 0.23769 -0.81045
N -0.50599 1.31965 -1.40268
O -0.43177 2.50925 -1.05752
O -1.23206 0.87507 -2.23536
O -0.20396 1.20858 1.28321
O 0.33543 -0.82154 -1.71122
H 1.30001 -0.88012 1.53669
H 0.15327 -2.18775 1.01878
H -0.14780 -1.04375 2.37405
H -2.32305 0.15725 -0.22053
H -2.13794 -0.63460 1.54998
H -1.80125 -1.51233 -0.02897
H 2.11985 1.67315 -0.62249
H 2.38009 0.02765 -1.49809
H 2.01517 0.02921 0.30486
H 0.77313 1.26922 1.52792
H -0.59770 -1.10360 -1.88186

Here are the Mulliken charges for atoms 1 to 2, given in e: number 1, C, carries -1.54; number 2, C, carries -1.53

Here is 2 unconnected molecules or ions with the total composition C5H11NO4 in a non-equilibrium geometry from the Open Molecules 2025 dataset. Energies are from wB97M-V/def2-TZVPD.

The calculation puts the energy above the lowest of the compared OMol25 structures with the same formula, charge and spin at 176.8 kcal per mole. The highest occupied orbital energy is -7.340 eV. Its multiplicity is 1. As for the total energy: -15036.9338 eV. As for the total charge: 0.

Geometry (Å):
C -1.37897 0.58187 -2.72094
N -0.22775 0.66264 -1.76104
C -0.58921 1.03634 -0.36262
C -0.56537 -0.20678 0.52893
C -1.09908 -1.53775 -0.21238
O -1.72110 -0.67117 0.96432
H -2.31836 0.67409 -2.19737
H -1.26690 1.32459 -3.49979
H -1.37467 -0.39753 -3.18359
H 0.38096 1.40332 -2.11070
H 0.33240 -0.18910 -1.77774
H -1.59773 1.42462 -0.29481
H 0.13062 1.73497 0.05461
H 0.29666 -0.31793 1.16702
H -0.17535 -2.04108 0.18589
H -1.70945 -2.40403 0.04323
C 2.90104 -0.01639 2.81223
O 2.24793 -0.35342 1.77339
O 2.27900 -0.42452 4.01801
O 3.95228 0.59022 2.90976
H 1.50304 -0.87296 3.66360

Here are the Mulliken charges for atoms 1 to 2, given in e: number 1, C, carries -0.84; number 2, N, carries -0.09

Here is a single C5H11NOS molecule in a non-equilibrium geometry from the Open Molecules 2025 dataset. Energies are from wB97M-V/def2-TZVPD.

The calculation puts the energy above the lowest of the compared OMol25 structures with the same formula, charge and spin at 78.5 kcal per mole. The highest occupied orbital energy is -9.109 eV. Its multiplicity is 1. As for the total energy: -19733.6909 eV. As for the total charge: 0.

Geometry (Å):
C -2.99440 -1.02315 -0.35530
C 0.24737 -0.41132 -1.02645
C 1.14647 1.68325 0.26402
C 0.58662 -0.43947 1.45089
C 0.28603 0.38311 0.28419
N -2.18877 -0.80895 0.64211
O -1.95658 1.51590 -0.69113
S -1.43432 0.88325 0.53441
H -3.44062 -2.02512 -0.16124
H -3.24502 -0.24969 -1.10941
H -0.20129 -1.30048 -0.95853
H -0.44293 0.00823 -1.80658
H 1.28388 -0.47837 -1.41373
H 1.92597 1.87104 -0.46823
H 1.57742 2.04238 1.15542
H 0.44100 2.50223 0.09120
H 0.30649 0.12318 2.41884
H -0.00674 -1.39952 1.43416
H 1.60062 -0.49578 1.56926

Here are the Mulliken charges for atoms 1 to 2, given in e: number 1, C, carries -0.28; number 2, C, carries -1.83

Here is 2 unconnected molecules or ions with the total composition C5H11NOS in a non-equilibrium geometry from the Open Molecules 2025 dataset. Energies are from wB97M-V/def2-TZVPD.

The calculation puts the energy above the lowest of the compared OMol25 structures with the same formula, charge and spin at 125.7 kcal per mole. The highest occupied orbital energy is -7.923 eV. Its multiplicity is 1. As for the total energy: -19731.6467 eV. As for the total charge: 0.

Geometry (Å):
C 0.85756 0.87520 -0.98598
C -0.13805 0.37574 -1.81886
C -1.10228 -0.63421 -0.99450
S -2.06200 0.29024 0.11107
C 1.96832 -0.03345 -0.62488
N 2.59733 0.23169 0.59468
C 1.74458 0.30577 1.78740
O 2.34463 -0.92644 -1.35010
H -6.26076 -0.98500 1.81230
H 0.87469 1.83274 -0.50350
H 0.37290 -0.21124 -2.58159
H -0.73836 1.17895 -2.22635
H -0.43332 -1.25890 -0.44239
H -1.62747 -1.31021 -1.67971
H -6.18424 -0.23615 1.94155
H 3.28958 -0.50712 0.67284
H 2.17539 0.94515 2.54041
H 1.55667 -0.66037 2.20973
H 0.76485 0.72762 1.53788

Here are the Mulliken charges for atoms 1 to 2, given in e: number 1, C, carries -0.26; number 2, C, carries -0.60

Here is a single C5H11NOS molecule in a non-equilibrium geometry from the Open Molecules 2025 dataset. Energies are from wB97M-V/def2-TZVPD.

The calculation puts the energy above the lowest of the compared OMol25 structures with the same formula, charge and spin at 75.8 kcal per mole. As for the SMILES: CON(C=S)C(C)C. The highest occupied orbital energy is -8.360 eV. Its multiplicity is 1. As for the total energy: -19733.8091 eV. As for the total charge: 0.

Geometry (Å):
C -1.90684 0.72883 0.39069
C 0.73345 -1.65873 1.11653
C 0.73090 -1.09509 -1.33987
C 0.30093 2.39976 -0.06993
C -0.09570 -1.12281 -0.05297
N -0.54567 0.20661 0.25668
O 0.48865 1.12452 0.50726
S -3.20864 -0.18081 0.06234
H -1.95745 1.74800 0.72293
H 1.56229 -0.98548 1.32206
H 0.12170 -1.74008 2.01139
H 1.13063 -2.64024 0.87041
H 1.54957 -0.38484 -1.23514
H 0.11470 -0.80507 -2.18720
H 1.15268 -2.07731 -1.53484
H -0.29588 3.05590 0.57487
H -0.17654 2.32960 -1.05285
H 1.29791 2.82515 -0.17237
H -0.99667 -1.72790 -0.18999

Here are the Mulliken charges for atoms 1 to 2, given in e: number 1, C, carries -0.07; number 2, C, carries -1.41

Here is a single C5H11NOS molecule from the Open Molecules 2025 dataset. Energies are from wB97M-V/def2-TZVPD.

The calculation puts the energy above the lowest of the compared OMol25 structures with the same formula, charge and spin at 19.6 kcal per mole. As for the SMILES: C[C@H](O)[C@H](C)NC=S. The highest occupied orbital energy is -8.737 eV. Its multiplicity is 1. As for the total energy: -19736.2463 eV. As for the total charge: 0.

Geometry (Å):
C -0.30223 2.13699 -0.70274
C 0.42708 1.45800 0.44543
C -0.45636 0.41127 1.17107
C 0.36884 -0.51182 2.07412
C -1.09746 -1.21898 -0.67609
H -1.25477 2.52735 -0.34502
H 0.32613 2.95740 -1.08984
H -0.51315 1.44893 -1.50937
H 0.64599 2.20607 1.24058
H 1.53210 0.21905 -0.55510
H -1.12251 1.01714 1.81095
H 0.99844 0.11282 2.74086
H -0.28743 -1.14073 2.69244
H 1.05361 -1.14223 1.49947
H -2.33249 -0.33935 0.58190
H -1.99890 -1.73912 -1.03232
N -1.36656 -0.37273 0.31297
O 1.69047 0.97511 0.06705
S 0.33474 -1.56075 -1.41454

Here are the Mulliken charges for atoms 1 to 2, given in e: number 1, C, carries -1.29; number 2, C, carries 0.08

Here is a single C5H11NOS molecule from the Open Molecules 2025 dataset. Energies are from wB97M-V/def2-TZVPD.

The calculation puts the energy above the lowest of the compared OMol25 structures with the same formula, charge and spin at 16.5 kcal per mole. As for the SMILES: O=CNCCCCS. The highest occupied orbital energy is -9.280 eV. Its multiplicity is 1. As for the total energy: -19736.3784 eV. As for the total charge: 0.

Geometry (Å):
C 1.31279 0.11834 -0.36044
N 1.14635 1.56333 -0.37293
C 2.12947 2.39107 0.05802
O 3.21083 2.01137 0.44949
C 0.44006 -0.57362 0.68743
C -1.06155 -0.46063 0.41855
C -1.64584 -1.73727 -0.15775
S -3.44360 -1.63401 -0.41861
H 1.11166 -0.30427 -1.34482
H 2.34635 -0.07339 -0.10654
H 0.23169 1.87338 -0.65603
H 1.86676 3.45644 -0.02528
H 0.72226 -0.19686 1.64864
H 0.72243 -1.62392 0.64919
H -1.61596 -0.19753 1.32388
H -1.29986 0.36722 -0.26162
H -1.12754 -1.98284 -1.07050
H -1.57191 -2.56799 0.54400
H -3.47440 -0.42881 -1.00468

Here are the Mulliken charges for atoms 1 to 2, given in e: number 1, C, carries -0.72; number 2, N, carries -0.04

Here is 2 unconnected molecules or ions with the total composition C5H11NOS3 in a non-equilibrium geometry from the Open Molecules 2025 dataset. Energies are from wB97M-V/def2-TZVPD.

The calculation puts the energy above the lowest of the compared OMol25 structures with the same formula, charge and spin at 44.3 kcal per mole. As for the SMILES: C[C@H](N)C(=S)S.CC(=O)S. The highest occupied orbital energy is -8.753 eV. Its multiplicity is 1. As for the total energy: -41405.2618 eV. As for the total charge: 0.

Geometry (Å):
C -3.73799 -0.96159 -0.34967
C -2.91101 0.30302 -0.16699
C 2.18240 -0.54654 1.55348
C 1.74114 -0.17564 0.13119
C 2.64862 0.88976 -0.34898
H -4.55115 -0.92740 0.29692
H -4.11449 -0.95406 -1.44476
H -3.23014 -1.83279 -0.09856
H -5.10648 1.34778 -0.84545
H 1.48525 -1.37239 1.80772
H 2.04926 0.41440 2.19382
H 3.16251 -0.96096 1.65347
H 0.76698 0.22540 0.15534
H 1.34757 -0.89812 -1.60792
H 2.78693 -1.45372 -0.89310
H 3.18102 3.18452 -0.06841
N 1.74958 -1.35421 -0.69507
O -1.71777 0.31102 -0.08776
S -3.82919 1.72833 -0.31752
S 2.02901 2.47181 0.15873
S 4.06795 0.56139 -1.02649

Here are the Mulliken charges for atoms 1 to 2, given in e: number 1, C, carries -1.25; number 2, C, carries 0.75

Here is a single C5H11NS molecule in a non-equilibrium geometry from the Open Molecules 2025 dataset. Energies are from wB97M-V/def2-TZVPD.

The calculation puts the energy above the lowest of the compared OMol25 structures with the same formula, charge and spin at 20.2 kcal per mole. As for the SMILES: CCNC[C@@H]1CS1. The highest occupied orbital energy is -8.492 eV. Its multiplicity is 1. As for the total energy: -17687.5862 eV. As for the total charge: 0.

Geometry (Å):
C -2.02134 -0.13782 -0.86439
C -0.80505 0.24507 -1.71538
C 0.99024 -0.63708 -0.22442
C 0.64851 -0.45995 1.30973
C 1.38527 0.61145 2.04201
H -2.14647 0.63153 -0.03153
H -2.93324 -0.09019 -1.43756
H -1.80872 -1.10380 -0.36101
H -1.06396 1.20104 -2.18297
H -0.54896 -0.53262 -2.45729
H 0.53943 1.38752 -0.55315
H 2.09514 -0.64209 -0.29950
H 0.67654 -1.63565 -0.56798
H -0.37739 -0.62224 1.54731
H 2.08481 1.16654 1.42818
H 0.90642 1.18478 2.81856
N 0.45134 0.43254 -1.01356
S 1.92743 -0.99902 2.56296

Here are the Mulliken charges for atoms 1 to 2, given in e: number 1, C, carries -0.95; number 2, C, carries -0.49